Entry from OMol25: a molecular structure, C26H46Cl5GeOOsSi in a non-equilibrium geometry (ωB97M-V with the def2-TZVPD basis set).

Cartesian coordinates (Å):
Os -0.46820 0.04560 0.34310
Cl 5.38680 0.01610 4.29360
C 4.23810 -0.02990 3.04340
C 2.85890 -0.05600 3.35010
Cl 2.33540 -0.05780 4.97600
C 1.94810 -0.07910 2.30340
Cl 0.26790 -0.07890 2.63300
C 2.31990 -0.09810 0.93950
O 1.46020 -0.12280 -0.03460
C 3.71580 -0.07090 0.65680
Cl 4.22700 -0.05660 -0.96390
C 4.65200 -0.03460 1.69470
Cl 6.32120 0.00670 1.32890
C -1.05360 -7.36830 0.00200
C -0.21010 -6.13140 0.23220
C -0.94480 -4.87160 -0.29960
C -0.11350 -3.61920 -0.11660
Ge -1.09990 -2.02880 -0.94430
C -1.10230 -2.27880 -2.97510
C -1.88190 -3.44790 -3.54700
C -3.37030 -3.44400 -3.23640
C -4.13360 -4.50980 -3.99940
H -0.52870 -8.23180 0.42300
H -1.19610 -7.58440 -1.05780
H -2.02560 -7.28980 0.48550
H 0.75680 -6.23500 -0.26420
H -0.03860 -5.99510 1.30310
H -1.90290 -4.78080 0.21740
H -1.13670 -5.04670 -1.36120
H 0.85110 -3.70570 -0.61900
H 0.05630 -3.41720 0.94210
H -2.58370 -2.19170 -0.49370
H -0.05620 -2.34700 -3.27420
H -1.50850 -1.36600 -3.39900
H -1.44250 -4.40430 -3.25430
H -1.75850 -3.40470 -4.63720
H -3.79960 -2.46140 -3.45620
H -3.51150 -3.60150 -2.15720
H -4.12960 -4.30650 -5.07110
H -5.17270 -4.53950 -3.68390
H -3.68620 -5.49250 -3.86000
C -0.65140 1.09220 -3.57560
C -1.78770 1.75130 -2.78130
C -2.99600 0.80610 -2.72150
C -2.21400 3.04060 -3.47270
Si -1.22530 1.96400 -0.85420
C -2.67280 2.37320 0.50930
C -2.13000 2.95300 1.81740
C -3.76000 3.29940 -0.02230
C -3.25990 0.97940 0.80480
C 0.44180 3.65990 -0.80250
C 1.29020 3.31190 -1.97490
C 1.09180 3.42400 0.52220
C -0.38780 4.88740 -0.92770
H -1.07040 0.58000 -4.43900
H -0.09060 0.37690 -2.97390
H 0.04750 1.82000 -3.97360
H -3.24260 0.48220 -3.72970
H -3.87480 1.30600 -2.33060
H -2.79220 -0.07020 -2.10670
H -2.60470 2.79000 -4.45820
H -1.38370 3.72100 -3.63120
H -3.00110 3.55440 -2.93180
H -1.75540 3.96410 1.69190
H -1.34600 2.33460 2.25520
H -2.94160 3.01580 2.54080
H -3.36220 4.27980 -0.26750
H -4.52290 3.43790 0.74300
H -4.24870 2.89760 -0.90310
H -2.46120 0.20590 1.01750
H -3.86780 0.61580 -0.02010
H -3.88700 1.02420 1.69520
H 1.63080 2.27960 -1.94840
H 2.19000 3.93420 -1.95920
H 0.79420 3.51690 -2.91680
H 1.56680 2.44680 0.57200
H 0.41230 3.55000 1.35700
H 1.88260 4.16650 0.65920
H -0.99620 4.89490 -1.82750
H 0.27180 5.75850 -1.01120
H -1.02090 5.06290 -0.06350

The calculation puts the HOMO-LUMO gap (spin up / spin down) at 6.8 / 4.2 eV. Its spin multiplicity is 5. For the electronic energy, the calculation gives -159196.1798 eV. Its expectation value of S² is 6.04. Its net charge is +3.

=====

Entry from OMol25: 9 unconnected molecules or ions with the total composition C26H46FIO36S8 in a non-equilibrium geometry (ωB97M-V with the def2-TZVPD basis set).

Cartesian coordinates (Å):
C 4.59508 -0.53546 -4.73779
C 4.26997 0.90853 -4.99241
O 4.91722 1.81096 -4.53589
O 3.21447 1.06752 -5.82727
C 2.43888 2.26289 -5.62294
C 1.64664 2.34635 -4.33666
O 2.38435 2.63462 -3.16024
C 2.23098 1.63188 -2.25084
O 3.01473 1.35350 -1.40379
C 0.85592 1.04207 -2.51761
C 0.49797 1.33259 -4.03521
I 0.56681 -0.63959 -4.88849
C -0.92381 1.94172 -3.96455
C -1.89449 1.58129 -5.11749
C -3.00613 0.60837 -4.70217
F -3.02323 -0.53695 -5.49933
H 4.89827 -0.95271 -5.70601
H 3.71547 -1.09995 -4.43189
H 5.44062 -0.62931 -4.06484
H 1.76332 2.38702 -6.46984
H 3.12348 3.11266 -5.65433
H 1.10124 3.28936 -4.49201
H 0.91297 -0.01874 -2.29078
H 0.23062 1.55254 -1.78167
H -1.41354 1.64738 -3.03727
H -0.85574 3.03219 -3.92628
H -1.40499 1.24352 -6.03033
H -2.40902 2.51034 -5.38143
H -2.89537 0.27742 -3.66449
H -3.97538 1.11156 -4.76294
O -2.57444 -2.24402 0.52584
S -1.36352 -1.65818 0.07234
O -1.10046 -1.47437 -1.31025
O -0.14277 -2.43429 0.74300
C 0.68806 -1.51605 1.48209
C -0.26029 -0.42576 1.92512
O -1.15096 -0.25422 0.80639
H 1.45454 -1.12796 0.80688
H 1.16670 -2.02265 2.31851
H 0.24788 0.50757 2.14878
H -0.84939 -0.73464 2.78923
O 2.62653 -2.60342 3.59169
S 2.26835 -1.76262 4.68145
O 0.99277 -1.14120 4.75762
O 3.40652 -0.66462 4.84745
C 3.97468 -0.73316 6.17818
C 3.80862 -2.18072 6.57341
O 2.53324 -2.56017 6.03517
H 3.40833 -0.07114 6.82574
H 5.01453 -0.41967 6.16673
H 3.82858 -2.32254 7.65001
H 4.56633 -2.81282 6.11208
O -5.80038 3.20793 -3.73141
S -6.97585 2.92672 -2.98253
O -7.79657 3.96160 -2.46879
O -6.57916 1.93063 -1.79407
C -7.35769 0.72868 -1.87799
C -7.65761 0.57765 -3.35302
O -7.89037 1.91629 -3.80880
H -8.27100 0.86819 -1.29905
H -6.79603 -0.11090 -1.47645
H -8.52908 -0.04041 -3.54190
H -6.79908 0.17535 -3.89652
O 0.29398 2.87451 -8.22300
S 1.38085 3.73616 -8.52428
O 1.98456 4.55360 -7.53696
O 0.96470 4.65107 -9.77017
C 1.89977 4.48418 -10.84384
C 2.41498 3.07063 -10.68007
O 2.52454 2.89762 -9.26106
H 2.69808 5.21858 -10.72130
H 1.40655 4.64121 -11.79909
H 3.37962 2.91573 -11.15445
H 1.70046 2.33753 -11.05988
O -12.16188 2.82118 -2.14634
S -11.41429 2.24397 -3.20213
O -10.07812 1.80015 -3.02403
O -11.47075 3.23243 -4.45800
C -12.01063 2.55870 -5.60049
C -12.94089 1.51367 -5.02142
O -12.25812 1.04300 -3.85239
H -11.18632 2.10021 -6.15061
H -12.52549 3.26684 -6.24387
H -13.12762 0.69136 -5.70627
H -13.89161 1.95166 -4.71047
O 5.89446 -5.11274 6.11565
S 7.04633 -4.31550 5.88279
O 7.66054 -3.56057 6.91137
O 6.73107 -3.34564 4.64658
C 7.69116 -3.54821 3.59988
C 8.10963 -4.99602 3.74790
O 8.15981 -5.20953 5.16696
H 8.52953 -2.86956 3.76672
H 7.24217 -3.33850 2.63303
H 9.07823 -5.20157 3.30186
H 7.36347 -5.67271 3.32675
O 2.53777 -5.12032 10.75572
S 3.24389 -5.83517 9.75422
O 4.57321 -6.28111 9.95124
O 3.15853 -4.99712 8.39053
C 2.56366 -5.79363 7.35708
C 1.64240 -6.74539 8.08611
O 2.35890 -7.08522 9.28090
H 3.36269 -6.32588 6.83750
H 2.03282 -5.15990 6.65158
H 1.41850 -7.63855 7.51004
H 0.70946 -6.25627 8.37504
O 3.47046 1.72003 7.59810
S 3.18906 2.19668 8.90940
O 4.20767 2.32998 9.88197
O 1.99291 1.31690 9.50210
C 0.89231 2.15996 9.87252
C 0.98766 3.33979 8.92877
O 2.39745 3.57953 8.80380
H 1.02796 2.46442 10.91171
H -0.04473 1.61944 9.77281
H 0.48693 4.22530 9.30885
H 0.59342 3.09444 7.94057

The calculation puts the HOMO-LUMO gap at 9.3 eV. For the electronic energy, the calculation gives -198909.7991 eV.